9 unconnected molecules or ions with the total composition ClH16O8 in a non-equilibrium geometry, computed with ωB97M-V/def2-TZVPD.

As for the largest force on an atom: 0.0738 hartree/bohr. The calculation puts the energy above the lowest of the compared OMol25 structures with the same formula, charge and spin at 110.9 kJ/mol. As for the orbital gap: 10.12 eV. The charge is -1.

```
25
Properties=species:S:1:pos:R:3:forces:R:3:nbo_charge:R:1
Cl 0.0461 -0.0670 -0.6538 0.5 -0.3 -0.1 -0.85
O 0.7757 1.3330 2.4097 1.3 0.5 0.5 -0.97
H 1.6573 0.9738 2.1934 -0.7 0.4 -0.2 0.47
H 0.1506 0.7451 1.9954 -0.1 -0.2 0.2 0.48
O -2.3749 -0.0367 -2.4798 -1.1 -0.5 0.9 -0.99
H -1.6547 -0.0081 -1.8127 -0.1 0.3 -1.1 0.49
H -2.1474 0.2724 -3.3438 0.8 0.3 -0.3 0.46
O -0.8048 2.7853 -1.5966 -1.5 3.5 0.2 -0.94
H -0.3902 2.0186 -1.3364 1.4 -2.8 1.0 0.48
H -1.0597 2.6685 -2.4900 -0.3 -0.3 -1.2 0.45
O 2.1103 2.3910 -1.4980 0.8 1.4 0.5 -0.95
H 1.7289 1.5392 -1.3894 -0.6 -1.4 0.0 0.47
H 1.9989 2.7555 -0.6032 0.1 0.0 -0.5 0.47
O -1.3741 -0.2959 2.0457 -1.1 0.2 1.4 -0.96
H -1.5177 -1.2255 2.1967 0.2 -0.4 0.1 0.46
H -0.9583 -0.2310 1.1996 0.3 -0.1 -1.6 0.48
O 1.1217 -2.6689 1.3686 -0.9 -0.6 -0.5 -0.96
H 0.5955 -3.4796 1.4939 0.5 0.3 0.2 0.46
H 0.6681 -2.3169 0.5778 0.4 0.3 0.2 0.49
O 2.7883 -0.1256 0.8200 1.9 1.4 -0.5 -0.96
H 2.1315 -0.2965 0.1672 -1.0 -0.1 -1.0 0.49
H 2.5256 -0.6358 1.5465 -0.5 -1.5 1.6 0.47
O -2.0382 -2.3087 -0.5009 -1.8 -1.8 1.1 -0.98
H -1.3802 -1.6378 -0.6072 0.6 1.1 0.2 0.48
H -2.5983 -2.1483 0.2970 1.0 0.3 -1.2 0.46
```
Forces are in eV/Å.